{
  "formula": "C18H17N3O3S",
  "method": "the ωB97M-V functional and the def2-TZVPD basis",
  "fmax_ev_per_a": 1.2,
  "smiles": "CC(=O)Nc1ccc2nc(NC(=O)COc3ccc(C)cc3)sc2c1",
  "relative_energy_kj_mol": 86.9,
  "spin_multiplicity": 1,
  "homo_lumo_gap_ev": 8.67,
  "elements": ["C", "C", "O", "N", "C", "C", "C", "C", "N", "C", "N", "C", "O", "C", "O", "C", "C", "C", "C", "C", "C", "C", "S", "C", "C", "H", "H", "H", "H", "H", "H", "H", "H", "H", "H", "H", "H", "H", "H", "H", "H", "H"],
  "xyz": [[4.113, 2.916, -3.894], [3.451, 1.881, -3.009], [4.037, 1.274, -2.143], [2.125, 1.722, -3.307], [1.186, 0.871, -2.720], [-0.132, 0.938, -3.197], [-1.126, 0.142, -2.678], [-0.814, -0.747, -1.655], [-1.685, -1.591, -1.033], [-1.119, -2.263, -0.110], [-1.732, -3.154, 0.731], [-2.965, -3.084, 1.329], [-3.368, -4.019, 1.980], [-3.793, -1.814, 1.173], [-3.113, -0.600, 0.998], [-2.049, -0.296, 1.803], [-1.708, -0.968, 2.968], [-0.573, -0.594, 3.671], [0.236, 0.444, 3.239], [1.480, 0.830, 3.981], [-0.131, 1.128, 2.083], [-1.257, 0.770, 1.375], [0.633, -1.984, 0.093], [0.516, -0.810, -1.183], [1.519, -0.015, -1.703], [3.631, 3.883, -3.768], [4.040, 2.620, -4.939], [5.160, 3.001, -3.620], [1.756, 2.300, -4.049], [-0.368, 1.635, -3.989], [-2.140, 0.198, -3.039], [-1.180, -3.953, 1.024], [-4.406, -1.925, 0.271], [-4.464, -1.775, 2.044], [-2.311, -1.785, 3.336], [-0.317, -1.134, 4.571], [1.611, 0.213, 4.867], [2.353, 0.711, 3.341], [1.432, 1.874, 4.288], [0.483, 1.944, 1.729], [-1.540, 1.288, 0.472], [2.527, -0.072, -1.332]],
  "nbo_charge": [-0.713, 0.686, -0.599, -0.603, 0.156, -0.240, -0.189, 0.064, -0.446, 0.280, -0.647, 0.671, -0.582, -0.171, -0.502, 0.361, -0.328, -0.186, -0.046, -0.623, -0.185, -0.280, 0.340, -0.107, -0.294, 0.227, 0.227, 0.244, 0.396, 0.206, 0.230, 0.423, 0.235, 0.209, 0.224, 0.210, 0.213, 0.219, 0.217, 0.212, 0.228, 0.264]
}

{
  "formula": "C44H43N3O6S3SiSr",
  "method": "the ωB97M-V functional and the def2-TZVPD basis",
  "fmax_ev_per_a": 0.6,
  "relative_energy_kj_mol": 33.9,
  "spin_multiplicity": 1,
  "homo_lumo_gap_ev": 6.50,
  "elements": ["Sr", "C", "Si", "C", "C", "C", "C", "C", "C", "N", "C", "S", "H", "H", "H", "H", "H", "H", "H", "H", "H", "H", "H", "H", "C", "C", "N", "C", "C", "C", "C", "C", "C", "C", "C", "C", "N", "C", "H", "H", "H", "H", "H", "H", "H", "H", "O", "S", "C", "C", "C", "C", "S", "O", "C", "C", "C", "C", "C", "C", "C", "C", "C", "C", "C", "C", "H", "H", "H", "H", "H", "H", "H", "H", "H", "H", "H", "H", "H", "H", "H", "H", "H", "H", "O", "C", "O", "C", "C", "C", "C", "O", "C", "O", "C", "C", "H", "H", "H", "H", "H"],
  "xyz": [[0.084, -0.028, -0.064], [-3.173, 6.464, -1.871], [-3.653, 4.670, -1.528], [-3.864, 3.833, -3.193], [-5.316, 4.663, -0.637], [-2.378, 3.980, -0.316], [-2.118, 4.798, 0.777], [-1.215, 4.435, 1.771], [-0.574, 3.224, 1.619], [-0.800, 2.402, 0.596], [-1.693, 2.735, -0.368], [-1.971, 1.579, -1.632], [-3.911, 6.930, -2.527], [-2.203, 6.512, -2.372], [-3.106, 7.070, -0.966], [-4.565, 4.429, -3.787], [-4.255, 2.823, -3.084], [-2.922, 3.759, -3.735], [-6.090, 5.140, -1.243], [-5.263, 5.188, 0.319], [-5.629, 3.636, -0.436], [-2.630, 5.752, 0.866], [-1.009, 5.070, 2.621], [0.159, 2.880, 2.344], [2.994, 2.556, -2.980], [1.968, 2.098, -2.143], [1.400, 0.921, -2.281], [1.820, 0.122, -3.273], [2.848, 0.479, -4.160], [3.442, 1.740, -3.985], [3.239, -0.429, -5.199], [2.616, -1.615, -5.355], [1.542, -2.002, -4.486], [0.842, -3.208, -4.639], [-0.186, -3.501, -3.780], [-0.489, -2.588, -2.762], [0.148, -1.450, -2.589], [1.147, -1.148, -3.439], [3.420, 3.537, -2.817], [1.608, 2.715, -1.327], [4.240, 2.053, -4.648], [4.043, -0.136, -5.863], [2.905, -2.294, -6.147], [1.116, -3.888, -5.437], [-0.756, -4.415, -3.872], [-1.282, -2.808, -2.054], [-1.951, -0.575, 1.228], [-3.327, -0.545, 1.800], [-3.301, -1.756, 3.155], [-3.048, -3.218, 2.809], [-1.818, -3.546, 1.962], [-0.495, -3.107, 2.570], [0.882, -3.239, 1.394], [0.413, -2.511, 0.174], [0.704, -4.976, 1.001], [0.968, -5.922, 1.984], [0.856, -7.268, 1.676], [0.501, -7.660, 0.390], [0.265, -6.707, -0.588], [0.368, -5.355, -0.285], [-4.368, -1.420, 0.634], [-5.657, -1.795, 0.991], [-6.463, -2.420, 0.054], [-5.985, -2.650, -1.231], [-4.705, -2.247, -1.580], [-3.887, -1.625, -0.647], [-4.253, -1.652, 3.680], [-2.534, -1.337, 3.810], [-3.928, -3.612, 2.295], [-2.990, -3.760, 3.760], [-1.911, -3.100, 0.970], [-1.803, -4.629, 1.822], [-0.209, -3.697, 3.445], [-0.471, -2.051, 2.847], [1.264, -5.613, 2.980], [1.053, -8.013, 2.436], [0.420, -8.713, 0.152], [0.002, -7.013, -1.592], [0.194, -4.588, -1.028], [-6.036, -1.599, 1.988], [-7.467, -2.721, 0.324], [-6.620, -3.131, -1.963], [-4.342, -2.396, -2.589], [-2.906, -1.253, -0.915], [2.371, 0.676, 0.430], [2.381, 0.367, 1.650], [1.475, -0.329, 2.192], [3.501, 0.864, 2.523], [4.447, 1.728, 1.992], [5.496, 2.231, 2.765], [5.542, 1.821, 4.073], [6.455, 2.161, 5.036], [6.060, 1.473, 6.221], [4.892, 0.715, 5.928], [4.601, 0.953, 4.606], [3.566, 0.458, 3.862], [4.348, 2.001, 0.950], [6.236, 2.908, 2.362], [5.837, 2.202, 7.003], [6.862, 0.799, 6.532], [2.817, -0.210, 4.262]],
  "lowdin_charge": [1.346, -0.185, 0.516, -0.226, -0.179, -0.262, -0.109, -0.084, -0.157, -0.074, -0.785, 0.510, 0.027, 0.032, 0.018, 0.026, 0.001, 0.019, 0.026, 0.023, 0.028, 0.092, 0.093, 0.109, -0.029, -0.117, 0.055, -0.144, -0.142, -0.008, -0.022, -0.027, -0.143, -0.008, -0.049, -0.143, 0.094, -0.134, 0.108, 0.115, 0.117, 0.115, 0.113, 0.118, 0.105, 0.103, -0.661, 1.021, -0.319, -0.214, -0.228, -0.304, 1.026, -0.633, -0.385, -0.086, -0.076, -0.081, -0.067, -0.062, -0.376, -0.090, -0.076, -0.076, -0.058, -0.077, 0.089, 0.093, 0.108, 0.120, 0.095, 0.117, 0.099, 0.076, 0.112, 0.106, 0.104, 0.105, 0.086, 0.112, 0.106, 0.104, 0.109, 0.068, -0.161, -0.642, -0.128, -0.130, -0.017, 0.016, -0.216, 0.028, -0.139, 0.026, -0.201, 0.072, 0.112, 0.117, 0.134, 0.134, 0.127]
}

{
  "formula": "C5H11N2O",
  "method": "the ωB97M-V functional and the def2-TZVPD basis",
  "fmax_ev_per_a": 4.3,
  "relative_energy_kj_mol": 453.1,
  "spin_multiplicity": 1,
  "charge": -1,
  "homo_lumo_gap_ev": 5.93,
  "elements": ["C", "O", "C", "C", "C", "C", "N", "N", "H", "H", "H", "H", "H", "H", "H", "H", "H", "H", "H"],
  "xyz": [[-0.891, -1.920, -1.563], [0.039, -2.523, -2.278], [-0.293, -1.107, -0.167], [-0.919, 0.236, 0.111], [-0.508, 1.171, 1.171], [0.362, 2.247, 0.952], [1.022, 3.142, 2.035], [1.197, -1.264, -0.191], [-1.938, -2.371, -1.328], [-1.329, -0.980, -2.074], [-0.515, -1.677, 0.715], [-2.012, -0.095, 0.100], [-0.861, 0.778, -0.871], [-1.013, 1.149, 2.089], [0.882, 2.459, 0.047], [-0.049, 3.272, 1.521], [1.236, 2.639, 2.886], [1.555, -1.262, -1.124], [1.697, -0.640, 0.333]],
  "nbo_charge": [0.039, -0.894, -0.087, -0.496, -0.132, -0.221, -0.880, -0.858, 0.067, 0.027, 0.138, 0.216, 0.204, 0.185, 0.211, 0.422, 0.356, 0.376, 0.327]
}

{
  "formula": "C40H54BaN9S2",
  "method": "the ωB97M-V functional and the def2-TZVPD basis",
  "fmax_ev_per_a": 2.9,
  "relative_energy_kj_mol": 0.0,
  "spin_multiplicity": 1,
  "charge": 1,
  "homo_lumo_gap_ev": 6.95,
  "elements": ["Ba", "C", "C", "C", "C", "C", "C", "C", "C", "C", "C", "H", "H", "H", "H", "H", "H", "H", "H", "H", "H", "H", "H", "H", "H", "N", "C", "C", "C", "N", "H", "H", "H", "H", "H", "H", "H", "H", "H", "H", "N", "C", "C", "C", "C", "C", "C", "C", "C", "C", "C", "C", "C", "N", "C", "C", "C", "C", "N", "H", "H", "H", "H", "H", "H", "H", "H", "H", "H", "C", "C", "C", "C", "N", "C", "S", "N", "C", "H", "H", "H", "H", "H", "H", "H", "H", "C", "C", "N", "C", "S", "N", "C", "C", "H", "H", "H", "H", "H", "H", "H", "H", "H", "H", "H", "H"],
  "xyz": [[-0.010, 0.020, 0.086], [3.999, 3.053, -0.323], [4.400, 1.578, -0.260], [4.074, 0.897, -1.595], [3.773, 0.846, 0.922], [3.305, 1.518, 2.051], [2.814, 0.832, 3.154], [2.762, -0.556, 3.176], [2.299, -1.305, 4.396], [3.205, -1.235, 2.043], [3.704, -0.550, 0.943], [4.447, 3.528, -1.195], [4.333, 3.599, 0.558], [2.914, 3.144, -0.403], [5.486, 1.538, -0.118], [2.995, 0.781, -1.718], [4.541, -0.084, -1.672], [4.448, 1.503, -2.421], [3.339, 2.597, 2.096], [2.489, 1.393, 4.023], [3.145, -1.496, 5.061], [1.867, -2.264, 4.115], [1.556, -0.734, 4.953], [3.188, -2.319, 2.033], [4.081, -1.124, 0.107], [-2.072, -0.396, 1.751], [-3.255, -1.124, 1.265], [-4.146, -0.247, 0.391], [-3.536, 0.174, -0.943], [-2.402, 1.095, -0.752], [-1.621, -0.971, 2.461], [-2.372, 0.456, 2.223], [-3.862, -1.500, 2.096], [-2.913, -1.989, 0.690], [-4.417, 0.654, 0.954], [-5.067, -0.794, 0.187], [-4.328, 0.625, -1.550], [-3.172, -0.709, -1.478], [-2.685, 1.863, -0.148], [-2.159, 1.516, -1.644], [-0.574, -1.019, -10.502], [-0.446, -0.907, -9.366], [-0.313, -0.764, -7.947], [-1.404, -0.308, -7.206], [-1.292, -0.179, -5.834], [-0.103, -0.507, -5.190], [0.981, -0.959, -5.933], [0.880, -1.091, -7.307], [-0.008, -0.378, -3.703], [-0.442, -1.515, -2.995], [-1.028, -2.666, -3.599], [-1.336, -3.541, -2.580], [-0.912, -2.911, -1.393], [-0.388, -1.708, -1.620], [0.438, 0.869, -3.250], [0.832, 1.948, -4.101], [1.066, 3.032, -3.290], [0.808, 2.593, -1.974], [0.454, 1.314, -1.932], [-2.328, -0.057, -7.709], [-2.131, 0.174, -5.248], [1.906, -1.209, -5.429], [1.720, -1.444, -7.890], [-1.193, -2.814, -4.653], [-1.813, -4.504, -2.659], [-0.981, -3.304, -0.385], [0.925, 1.902, -5.174], [1.377, 4.021, -3.585], [0.846, 3.186, -1.067], [-0.150, 7.001, 5.080], [-0.651, 6.512, 3.764], [-1.369, 7.261, 2.878], [-1.780, 6.655, 1.670], [-1.533, 5.387, 1.399], [-0.865, 4.628, 2.280], [-0.598, 2.992, 2.098], [-0.387, 5.230, 3.430], [-2.534, 7.439, 0.649], [-0.436, 8.037, 5.237], [0.937, 6.924, 5.129], [-0.567, 6.395, 5.886], [-1.617, 8.288, 3.097], [0.139, 4.632, 4.052], [-2.727, 8.453, 0.991], [-3.480, 6.943, 0.429], [-1.967, 7.474, -0.281], [-0.652, -4.696, 5.383], [-1.603, -4.863, 4.202], [-0.937, -5.363, 3.001], [-0.213, -4.598, 2.163], [-0.110, -2.924, 2.313], [0.445, -5.214, 1.167], [0.395, -6.637, 0.860], [-0.912, -7.064, 0.193], [-1.187, -4.294, 6.243], [0.146, -4.004, 5.119], [-0.211, -5.653, 5.663], [-2.052, -3.907, 3.947], [-2.397, -5.568, 4.447], [-0.785, -6.359, 2.972], [0.880, -4.598, 0.502], [0.562, -7.208, 1.777], [1.234, -6.849, 0.200], [-1.771, -6.828, 0.820], [-0.904, -8.139, 0.012], [-1.033, -6.553, -0.762]],
  "lowdin_charge": [1.672, -0.068, -0.358, -0.061, -0.206, -0.042, -0.047, -0.293, -0.062, -0.068, -0.050, 0.085, 0.074, 0.059, 0.146, 0.062, 0.072, 0.085, 0.101, 0.113, 0.089, 0.015, 0.081, 0.109, 0.108, -0.190, -0.270, -0.186, -0.258, -0.110, -0.022, 0.053, 0.115, 0.098, 0.118, 0.117, 0.114, 0.107, 0.063, 0.071, 0.167, -0.181, -0.226, -0.007, -0.011, -0.222, -0.005, -0.007, -0.043, -0.278, -0.013, -0.071, -0.211, -0.205, -0.278, -0.006, -0.057, -0.197, -0.235, 0.124, 0.129, 0.130, 0.124, 0.114, 0.092, 0.054, 0.116, 0.100, 0.093, 0.000, -0.263, 0.031, -0.294, 0.106, -0.842, 0.573, 0.097, -0.014, 0.090, 0.098, 0.098, 0.122, 0.136, 0.080, 0.093, 0.095, -0.079, -0.255, 0.008, -0.789, 0.691, -0.007, -0.224, -0.071, 0.079, 0.047, 0.077, 0.084, 0.119, 0.126, 0.114, 0.113, 0.122, 0.068, 0.080, 0.068]
}

{
  "formula": "C5H11N",
  "method": "the ωB97M-V functional and the def2-TZVPD basis",
  "fmax_ev_per_a": 2.0,
  "smiles": "CN1CCCC1",
  "relative_energy_kj_mol": 88.2,
  "spin_multiplicity": 1,
  "homo_lumo_gap_ev": 9.32,
  "elements": ["C", "N", "C", "C", "C", "C", "H", "H", "H", "H", "H", "H", "H", "H", "H", "H", "H"],
  "xyz": [[-0.210, 2.009, 0.653], [-0.139, 0.819, -0.186], [1.147, 0.177, -0.211], [0.907, -1.364, -0.429], [-0.626, -1.494, -0.475], [-1.190, -0.140, -0.009], [-1.067, 2.620, 0.323], [-0.325, 1.698, 1.697], [0.628, 2.654, 0.416], [1.730, 0.286, 0.725], [1.892, 0.602, -0.887], [1.350, -1.625, -1.390], [1.317, -1.850, 0.454], [-0.897, -1.844, -1.467], [-0.904, -2.231, 0.281], [-1.491, -0.380, 1.037], [-2.124, 0.061, -0.531]],
  "nbo_charge": [-0.406, -0.446, -0.208, -0.412, -0.407, -0.215, 0.198, 0.172, 0.205, 0.154, 0.186, 0.212, 0.208, 0.207, 0.204, 0.152, 0.196]
}

{
  "formula": "C16H14HfN6O4S",
  "method": "the ωB97M-V functional and the def2-TZVPD basis",
  "fmax_ev_per_a": 1.1,
  "relative_energy_kj_mol": 0.0,
  "spin_multiplicity": 1,
  "charge": 2,
  "homo_lumo_gap_ev": 6.59,
  "elements": ["Hf", "N", "C", "C", "C", "C", "C", "C", "S", "O", "O", "N", "C", "N", "C", "C", "C", "N", "H", "H", "H", "H", "H", "H", "H", "H", "H", "O", "N", "N", "O", "C", "C", "C", "C", "C", "C", "H", "H", "H", "H", "H"],
  "xyz": [[-0.200, -0.401, 0.836], [1.841, -0.321, -5.831], [1.130, -0.692, -4.758], [1.235, 0.042, -3.544], [0.479, -0.327, -2.468], [-0.382, -1.436, -2.536], [-0.479, -2.173, -3.724], [0.268, -1.806, -4.813], [-1.302, -1.904, -1.197], [-1.709, -0.547, -0.504], [-2.385, -2.759, -1.478], [-0.321, -2.397, 0.014], [1.086, -2.534, -0.157], [1.648, -3.417, -0.937], [2.985, -3.380, -0.936], [3.730, -2.466, -0.185], [3.045, -1.552, 0.576], [1.694, -1.591, 0.593], [2.426, 0.496, -5.817], [1.749, -0.801, -6.710], [1.880, 0.907, -3.488], [0.591, 0.317, -1.584], [-1.145, -3.024, -3.788], [0.181, -2.370, -5.733], [3.486, -4.102, -1.570], [4.810, -2.473, -0.210], [3.525, -0.791, 1.177], [0.693, 1.399, 1.240], [0.068, 2.232, 2.061], [-0.855, 1.670, 2.689], [-1.166, 0.387, 2.449], [-1.699, 2.429, 3.612], [-3.034, 2.082, 3.691], [-3.826, 2.834, 4.545], [-3.269, 3.875, 5.278], [-1.918, 4.182, 5.177], [-1.099, 3.449, 4.332], [-3.448, 1.267, 3.117], [-4.878, 2.602, 4.635], [-3.898, 4.449, 5.944], [-1.493, 4.985, 5.761], [-0.043, 3.658, 4.243]],
  "nbo_charge": [2.594, -0.725, 0.260, -0.250, -0.169, -0.463, -0.102, -0.266, 2.280, -0.988, -0.795, -1.021, 0.581, -0.413, 0.173, -0.287, 0.133, -0.676, 0.414, 0.420, 0.241, 0.176, 0.265, 0.248, 0.243, 0.274, 0.247, -0.658, 0.243, 0.227, -0.630, 0.126, -0.221, -0.178, -0.145, -0.178, -0.214, 0.244, 0.247, 0.247, 0.248, 0.249]
}

> Which formula does entry 1 have?

C18H17N3O3S

> Number 4 is which compound?

C40H54BaN9S2